Entry 1:
DFT (ωB97M-V with the def2-TZVPD basis set) results for 9 unconnected molecules or ions with the total composition C29H82N8O9 at a distorted geometry.

The maximum force is 3.4 eV/A. The total charge is -1. The spin multiplicity is 2. As for the expectation value of S²: 0.751. Its gap between HOMO and LUMO (alpha / beta) is 1.450 / 8.482 eV.

Last column: Löwdin charge in e.
Positions of all 128 atoms, in Å:
C1 -0.058 -1.442 -5.062  -0.086
C2 -1.460 -1.826 -4.552  -0.312
O1 -2.109 -2.318 -5.721  -0.113
H1 -0.169 -0.627 -5.778  0.068
H2 0.458 -2.340 -5.403  0.076
H3 0.548 -0.921 -4.321  0.041
H4 -1.979 -0.960 -4.141  0.097
H5 -1.500 -2.681 -3.878  0.107
H6 -2.560 -1.639 -6.229  0.071
C3 -2.501 -0.860 4.574  -0.134
C4 -2.065 0.276 3.649  -0.274
O2 -0.824 -0.247 3.077  -0.196
H7 -1.920 -0.805 5.495  0.054
H8 -2.221 -1.874 4.290  0.045
H9 -3.557 -1.036 4.781  0.063
H10 -1.900 1.176 4.241  0.096
H11 -2.926 0.533 3.032  0.093
H12 -0.083 -0.199 3.686  0.039
C5 -4.764 1.153 -0.409  -0.746
O3 -4.212 0.879 0.654  -0.001
N1 -4.548 0.442 -1.507  0.163
N2 -5.679 2.079 -0.683  0.163
H13 -5.027 0.783 -2.329  0.084
H14 -4.011 -0.412 -1.566  0.093
H15 -5.928 2.708 0.068  0.114
H16 -6.063 1.869 -1.593  0.093
C6 -0.394 3.940 2.024  -0.071
C7 1.032 3.799 1.482  -0.399
C8 1.720 2.572 2.171  -0.182
O4 2.107 2.941 3.509  -0.191
C9 2.071 1.905 4.458  -0.182
N3 1.059 3.640 0.045  0.071
H17 -0.363 4.049 3.108  0.071
H18 -1.210 3.281 1.728  0.064
H19 -0.658 4.936 1.670  0.061
H20 1.539 4.656 1.926  0.136
H21 2.528 2.195 1.545  0.075
H22 1.017 1.739 2.137  0.105
H23 2.706 1.054 4.211  0.046
H24 1.063 1.501 4.555  0.057
H25 2.399 2.249 5.439  0.075
H26 0.750 2.753 -0.327  0.020
H27 2.013 3.770 -0.260  0.007
C10 4.624 2.764 -2.688  -0.037
C11 3.889 3.305 -1.371  -0.426
C12 4.850 3.434 -0.203  -0.201
O5 5.497 2.168 -0.031  -0.197
C13 4.764 1.101 0.697  -0.086
N4 3.282 4.592 -1.704  0.029
H28 5.422 3.410 -3.053  0.071
H29 3.865 2.602 -3.454  0.064
H30 5.061 1.786 -2.483  0.048
H31 3.166 2.567 -1.022  0.099
H32 4.276 3.756 0.665  0.117
H33 5.558 4.243 -0.382  0.123
H34 3.908 0.639 0.206  0.059
H35 4.410 1.379 1.689  0.063
H36 5.511 0.335 0.905  0.066
H37 2.628 4.469 -2.464  0.073
H38 3.986 5.236 -2.034  0.072
C14 3.456 -2.488 -2.212  -0.067
C15 4.462 -3.579 -1.748  -0.371
C16 6.011 -3.189 -1.745  -0.182
O6 6.251 -2.757 -3.077  -0.190
C17 6.378 -1.375 -3.125  -0.151
N5 3.921 -4.175 -0.469  0.004
H39 2.496 -3.004 -2.238  0.068
H40 3.788 -1.898 -3.067  0.062
H41 3.209 -1.739 -1.460  0.052
H42 4.384 -4.430 -2.425  0.120
H43 6.581 -4.071 -1.451  0.109
H44 6.265 -2.412 -1.025  0.106
H45 5.556 -0.765 -2.749  0.070
H46 6.594 -1.146 -4.169  0.091
H47 7.292 -1.070 -2.617  0.086
H48 3.657 -3.500 0.234  0.020
H49 4.584 -4.743 0.039  0.042
C18 -2.277 -7.530 5.909  -0.071
C19 -2.695 -7.870 4.440  -0.423
C20 -2.604 -6.744 3.445  -0.219
O7 -3.318 -5.589 3.949  -0.185
C21 -3.210 -4.434 3.118  -0.135
N6 -1.724 -8.878 4.035  0.016
H50 -1.228 -7.261 6.032  0.073
H51 -2.434 -8.340 6.621  0.064
H52 -2.915 -6.746 6.318  0.064
H53 -3.744 -8.151 4.338  0.139
H54 -2.882 -7.072 2.444  0.123
H55 -1.543 -6.498 3.404  0.115
H56 -4.007 -3.702 3.248  0.081
H57 -3.467 -4.684 2.089  0.069
H58 -2.243 -3.930 3.096  0.075
H59 -2.028 -9.775 4.387  0.065
H60 -0.814 -8.711 4.441  0.065
C22 -2.168 3.179 -2.169  -0.052
C23 -2.166 4.611 -2.719  -0.443
C24 -3.176 5.578 -1.963  -0.171
O8 -4.533 5.422 -2.382  -0.186
C25 -5.464 5.660 -1.375  -0.168
N7 -0.845 5.088 -2.691  0.036
H61 -1.650 3.168 -1.210  0.069
H62 -1.710 2.490 -2.878  0.072
H63 -3.162 2.731 -2.139  0.057
H64 -2.508 4.589 -3.754  0.126
H65 -2.955 6.643 -2.023  0.113
H66 -3.087 5.396 -0.892  0.110
H67 -5.191 5.371 -0.360  0.074
H68 -6.477 5.289 -1.533  0.077
H69 -5.581 6.741 -1.307  0.078
H70 -0.444 4.840 -1.798  0.044
H71 -0.768 6.094 -2.733  0.070
C26 0.713 0.663 -1.435  -0.062
C27 -0.750 0.137 -1.174  -0.371
C28 -0.712 -1.380 -0.920  -0.180
O9 -2.054 -1.762 -1.225  -0.233
C29 -2.765 -2.299 -0.100  -0.105
N8 -1.065 0.724 0.107  0.059
H72 1.053 0.219 -2.371  0.044
H73 1.440 0.263 -0.729  0.068
H74 0.974 1.694 -1.676  0.049
H75 -1.484 0.356 -1.950  0.113
H76 -0.464 -1.564 0.125  0.114
H77 -0.053 -1.876 -1.633  0.110
H78 -3.568 -2.951 -0.442  0.083
H79 -3.128 -1.503 0.551  0.070
H80 -2.071 -2.913 0.475  0.074
H81 -2.026 0.944 0.323  0.040
H82 -0.921 0.138 0.917  0.038

Force components x, y, z for each atom (eV/Å):
-0.219 0.584 1.398
0.721 0.111 -1.344
-1.009 -0.640 -0.356
-0.085 -0.519 -0.688
0.014 0.350 -0.346
0.165 -0.431 0.541
-0.064 -0.096 0.253
0.299 0.400 0.334
0.170 0.246 0.234
0.039 -0.840 1.064
0.404 -1.704 1.565
-1.372 1.042 -1.534
-0.350 0.321 0.469
0.321 0.252 -1.061
-0.254 0.875 0.214
0.366 0.057 0.016
0.872 -0.266 -1.334
-0.072 0.188 0.466
1.152 -1.610 1.590
-0.298 0.857 0.266
0.429 -1.317 -2.465
-0.261 0.956 0.689
0.589 -0.744 -0.257
0.155 0.263 0.263
-0.541 0.054 -0.724
-1.086 1.513 0.678
0.057 1.495 -0.056
-0.634 -2.779 1.466
-0.656 0.439 0.067
0.095 -0.057 -0.703
-0.086 -0.456 -0.086
0.377 1.327 -0.162
-0.001 -0.326 0.117
0.565 -0.503 -0.201
-0.555 0.196 -0.046
0.393 0.372 -0.951
0.589 0.393 0.265
-0.374 -0.117 0.483
0.251 -0.086 -0.306
-0.303 0.012 0.105
-0.044 0.401 -0.124
-0.388 -0.157 0.890
-0.299 0.376 -0.164
-0.807 -0.730 1.556
1.739 0.073 -2.176
-0.682 -0.706 -0.222
-0.646 -0.533 1.092
1.075 0.804 0.090
-0.327 -0.081 0.642
-0.156 0.272 0.143
0.031 0.225 -0.155
0.132 -0.030 -0.010
-0.329 0.044 -0.536
-0.039 -0.210 0.399
0.575 -0.356 -0.099
0.064 0.257 -0.647
0.100 0.666 -0.015
0.039 -0.009 -0.399
-0.239 0.064 -0.042
0.203 0.000 0.011
0.373 -0.364 1.076
0.186 -0.076 1.672
-2.480 -0.195 -0.100
0.220 -0.598 0.669
1.386 0.642 -0.954
0.355 0.462 -0.404
-0.063 0.012 -1.038
-0.425 -0.655 -0.381
0.652 0.106 0.567
0.178 0.247 -0.442
0.192 -0.145 -0.460
-0.188 0.195 0.069
-0.280 -0.280 0.038
-0.428 0.245 -0.133
0.081 0.189 0.448
-0.176 0.614 -0.215
0.365 -0.360 -0.391
-1.593 0.794 0.053
1.046 0.323 1.404
1.067 1.734 0.969
0.048 -0.119 -0.586
-0.644 -0.481 -1.147
-0.748 -1.188 -1.156
-0.004 0.282 -0.467
-0.096 -0.566 -0.431
0.235 0.423 -0.048
0.098 -0.931 0.563
-0.456 0.092 -0.016
0.293 0.327 -0.303
0.056 -0.036 1.232
0.469 -0.531 -0.458
0.186 -0.207 0.404
0.101 -0.188 -0.072
-0.045 0.269 0.027
-0.521 0.176 -0.681
-2.493 0.292 -0.107
0.037 -0.634 0.249
0.315 -1.491 -0.158
-0.376 1.526 0.631
1.717 0.515 0.474
-0.162 -0.355 0.098
0.737 0.269 0.023
-0.279 0.462 0.624
-0.198 -0.032 -0.192
0.581 0.190 -0.647
-0.076 -0.427 0.303
0.502 -0.526 -0.034
0.256 -0.479 -0.705
-0.225 0.442 0.200
0.534 -0.152 0.288
-0.171 0.180 -0.281
0.000 -1.424 -2.108
2.746 0.327 1.917
-0.879 1.025 -1.672
-0.759 -1.022 0.611
0.780 -0.137 -0.102
-1.512 1.509 1.407
0.114 -0.477 -0.391
-0.299 0.149 0.546
-0.882 0.262 0.522
0.285 0.165 0.033
0.271 -0.269 -0.215
0.185 -0.342 0.159
-0.093 0.209 -0.166
-0.217 0.090 -0.014
-0.075 -0.177 0.187
-0.600 0.362 -0.920
0.990 -0.420 -0.029



Entry 2:
DFT (ωB97M-V with the def2-TZVPD basis set) results for a molecular structure, C20H25N3O2S2 at a distorted geometry.

The maximum force is 18.7 eV/A. Its gap between HOMO and LUMO is 8.387 eV.

Last column: Löwdin charge in e.
Positions of all 52 atoms, in Å:
C1 -4.018 -1.731 2.283  0.026
C2 -2.694 -1.708 1.332  -0.340
C3 -2.456 -2.599 0.359  -0.060
C4 -1.436 -2.679 -0.447  -0.157
C5 -0.577 -1.775 -0.436  -0.292
C6 -0.875 -0.681 0.692  0.099
C7 -2.025 -0.781 1.621  -0.099
H1 -2.117 0.142 2.065  0.111
H2 -0.180 0.251 0.627  0.106
S1 0.862 -1.601 -1.366  0.637
O1 0.550 -2.242 -2.442  -0.215
O2 1.043 -0.098 -1.814  -0.362
N1 2.134 -2.410 -0.589  -0.138
C8 3.394 -1.658 -0.952  -0.243
H3 4.140 -2.465 -0.803  0.127
C9 3.617 -0.347 -0.358  -0.263
N2 2.903 -0.177 0.722  -0.192
C10 2.141 1.083 0.968  -0.829
S2 1.738 1.620 2.351  0.821
N3 1.974 2.018 -0.042  -0.065
H4 1.865 1.519 -1.155  0.183
C11 1.225 3.348 0.125  -0.137
H5 0.815 3.395 0.987  -0.043
H6 2.050 4.086 0.154  0.107
C12 0.369 3.686 -1.424  0.000
C13 -0.760 2.651 -1.150  -0.168
C14 -1.048 1.478 -2.116  -0.157
C15 -2.145 1.018 -2.103  -0.146
C16 -3.194 0.979 -0.951  -0.030
C17 -2.879 1.943 -0.019  -0.105
C18 -1.773 2.889 -0.177  -0.016
H7 -1.664 3.505 0.508  0.013
H8 -3.610 2.158 0.717  0.084
H9 -4.018 0.263 -1.055  0.100
H10 -2.361 0.036 -2.827  0.167
H11 -0.300 1.736 -2.873  0.116
H12 0.922 3.386 -2.302  0.096
H13 0.055 4.580 -0.849  0.109
C19 2.817 -1.063 1.625  -0.345
C20 1.956 -2.160 1.063  -0.081
H14 2.599 -3.316 1.443  0.189
H15 0.886 -2.216 1.511  0.116
H16 2.247 -0.816 2.555  0.101
H17 3.815 -1.541 1.871  0.150
H18 3.413 0.474 -1.345  0.192
H19 4.900 -0.321 -0.193  0.188
H20 3.382 -1.874 -2.033  0.127
H21 -1.159 -3.549 -1.124  0.169
H22 -3.292 -3.410 0.175  0.167
H23 -4.938 -0.960 1.865  0.152
H24 -4.491 -2.672 2.161  0.044
H25 -3.803 -1.394 3.166  -0.010

Force components x, y, z for each atom (eV/Å):
-2.573 0.258 -8.405
-13.065 -9.975 0.947
-6.607 -5.127 0.409
-0.477 -7.508 -4.180
4.452 11.296 6.717
1.809 -0.231 -2.285
14.548 11.563 -2.313
-0.884 1.309 2.032
-1.448 -1.745 0.415
2.401 11.178 8.030
-2.828 -9.250 -13.251
0.635 -4.049 2.993
-1.390 3.484 3.851
-0.163 -5.689 -2.211
0.160 0.725 1.094
5.893 2.506 -7.122
-4.114 11.491 -1.054
2.449 0.324 -5.326
-1.444 0.555 6.223
-0.704 -2.685 -4.565
0.210 1.709 4.435
6.063 -1.417 -8.970
-4.068 0.162 5.263
-0.331 -0.075 -0.064
-1.214 -3.234 6.996
-3.218 -0.157 -0.121
12.258 11.036 1.360
-14.006 -11.270 0.185
3.733 1.874 -2.335
-0.279 0.199 -1.592
0.421 -7.969 -7.133
0.910 6.184 6.072
-0.357 0.132 1.126
0.348 0.631 0.472
0.364 2.834 1.192
-0.467 -1.926 -0.584
0.474 1.212 -0.022
0.085 0.644 -2.479
-0.232 -7.330 5.551
1.195 -6.997 0.203
-2.403 3.252 -0.978
1.902 0.085 -1.562
1.094 0.587 -0.608
-0.714 0.803 0.163
0.600 -2.182 3.592
-3.147 0.300 -0.111
0.047 1.623 -0.212
-1.305 0.828 0.696
1.668 1.516 0.687
2.805 -1.830 0.806
-0.356 -1.022 0.703
1.272 1.366 5.270



Entry 3:
DFT (ωB97M-V with the def2-TZVPD basis set) results for a molecular structure, C18H31N5O6Ti at a distorted geometry.

The maximum force is 1.7 eV/A. The total charge is -1. The spin multiplicity is 4. As for the expectation value of S²: 3.754. Its gap between HOMO and LUMO (alpha / beta) is 3.358 / 6.943 eV.

Last column: Löwdin charge in e.
Positions of all 61 atoms, in Å:
Ti1 -0.035 -0.446 1.149  0.721
C1 -0.379 -3.085 0.300  -0.863
O1 -0.546 -4.320 0.291  -0.044
O2 -1.364 -2.265 0.635  -0.221
O3 0.732 -2.443 -0.026  -0.227
C2 -1.621 3.326 -0.436  0.021
C3 -0.675 2.878 0.659  -0.533
O4 -0.815 1.796 1.209  -0.052
N1 0.383 3.684 0.907  0.017
C4 1.510 3.339 1.763  -0.057
H1 -2.614 3.517 -0.039  0.085
H2 -1.643 2.493 -1.141  0.085
H3 -1.253 4.216 -0.945  0.070
H4 0.445 4.553 0.408  0.122
H5 2.437 3.374 1.197  0.076
H6 1.329 2.333 2.128  0.046
H7 1.561 4.052 2.590  0.081
C5 4.282 0.855 -0.095  -0.004
C6 3.102 -0.057 0.129  -0.523
O5 2.221 0.280 0.931  -0.074
N2 3.034 -1.216 -0.533  0.040
C7 3.866 -1.590 -1.643  -0.079
H8 4.338 1.518 0.762  0.073
H9 4.099 1.435 -1.003  0.089
H10 5.211 0.300 -0.210  0.075
H11 2.179 -1.767 -0.330  0.073
H12 4.306 -0.723 -2.134  0.076
H13 3.260 -2.114 -2.384  0.082
H14 4.674 -2.284 -1.384  0.080
C8 -3.373 -1.249 -2.258  0.000
C9 -3.905 -0.300 -1.214  -0.563
O6 -4.710 0.595 -1.484  -0.012
N3 -3.463 -0.532 0.035  0.015
C10 -3.889 0.240 1.178  -0.079
H15 -3.137 -0.712 -3.176  0.074
H16 -4.167 -1.967 -2.487  0.082
H17 -2.497 -1.809 -1.937  0.065
H18 -2.846 -1.330 0.222  0.074
H19 -3.460 -0.249 2.056  0.073
H20 -4.975 0.206 1.304  0.079
H21 -3.524 1.265 1.149  0.065
N4 0.444 -2.016 3.682  0.017
C11 1.269 -0.925 3.707  -0.160
C12 0.499 0.205 3.887  -0.138
C13 -0.857 -0.243 3.955  -0.135
C14 -0.856 -1.607 3.840  -0.147
H22 0.719 -2.937 3.388  0.156
H23 2.325 -1.035 3.530  0.113
H24 0.919 1.188 3.996  0.088
H25 -1.725 0.371 4.126  0.096
H26 -1.641 -2.342 3.795  0.120
N5 0.307 -1.298 -2.508  0.034
C15 0.324 -1.711 -3.801  -0.154
C16 0.011 -0.635 -4.603  -0.133
C17 -0.223 0.470 -3.738  -0.131
C18 -0.002 0.031 -2.456  -0.150
H27 0.469 -1.872 -1.670  0.092
H28 0.444 -2.747 -4.074  0.102
H29 -0.039 -0.654 -5.680  0.074
H30 -0.404 1.486 -4.053  0.077
H31 -0.058 0.474 -1.465  0.073

Force components x, y, z for each atom (eV/Å):
0.370 -0.658 -0.646
-1.607 -0.390 0.189
0.847 0.828 -0.109
0.535 0.534 0.306
0.059 0.048 0.378
0.518 -0.042 0.218
-0.037 0.043 -0.306
0.069 -0.448 0.238
0.360 0.347 -0.038
-0.629 0.174 -0.045
-0.090 -0.163 -0.046
-0.303 0.052 -0.042
-0.074 0.042 -0.031
-0.126 -0.055 -0.090
0.058 -0.129 0.004
0.225 -0.036 0.028
0.098 -0.116 0.105
-0.117 -0.146 -0.076
-0.061 -0.388 0.097
-0.278 0.332 0.119
-0.083 0.395 0.210
0.130 -0.383 -0.413
0.070 0.105 -0.033
0.108 0.080 0.023
0.042 0.058 -0.024
0.167 -0.150 -0.045
-0.039 0.020 0.006
-0.080 0.152 0.024
-0.001 0.131 0.230
-0.141 -0.214 -0.266
-0.060 0.146 0.239
0.181 -0.040 0.017
-0.034 -0.185 0.059
-0.043 -0.536 0.225
-0.017 0.088 0.073
0.030 0.042 -0.019
0.038 0.049 0.160
0.159 0.195 -0.235
0.092 0.146 -0.032
-0.008 0.261 -0.179
-0.119 0.080 -0.077
0.014 0.134 0.430
0.006 -0.159 -0.494
0.243 -0.551 -0.089
-0.190 0.207 0.311
0.212 -0.316 -0.078
-0.039 -0.006 -0.052
0.013 0.056 0.072
-0.257 0.149 -0.011
-0.015 0.011 -0.088
-0.153 0.156 -0.052
0.021 0.086 -0.114
-0.324 0.049 -0.323
0.004 -0.116 0.172
0.488 0.260 -0.272
-0.057 -0.507 0.208
-0.084 0.019 0.120
0.191 -0.012 0.124
-0.078 0.043 -0.017
-0.180 -0.026 0.106
-0.024 0.252 -0.152



| no. | electronic energy (Ha) |
| --- | --- |
| 1 | -2269.03396 |
| 2 | -1887.51308 |
| 3 | -2279.27971 |